<P>
C3H4O3S | ωB97M-V/def2-TZVPD

M: 120.13 g mol⁻¹
Lowest unoccupied orbital energy: -0.02069 Eh
Highest occupied orbital energy: -10.5905 eV

Structure (ORCA input):
```
! wB97M-V def2-TZVPD RIJCOSX def2/J DEFGRID3
* xyz 0 1
C 0.8048 -0.2498 -0.1620
C -1.2155 0.9323 0.4311
C -0.5460 -0.2196 -0.1741
O -4.4453 0.1102 -1.2814
O -4.3344 -1.1933 0.7472
O -2.4179 1.0519 0.4971
S -4.4901 0.0788 0.1528
H 1.3167 -1.1436 -0.2812
H 1.4597 0.5943 -0.0548
H -0.4446 1.6932 0.9626
H -1.2700 -1.1115 -0.1622
*
```

Results of the natural (NBO) charge analysis, in e, for atoms 1 through 2: -0.2630, 0.4379

---

<Q>
C3H4O3S | ωB97M-V/def2-TZVPD

M: 120.13 g mol⁻¹
Lowest unoccupied orbital energy: -0.06888 Eh
Highest occupied orbital energy: -10.7602 eV

Structure (ORCA input):
```
! wB97M-V def2-TZVPD RIJCOSX def2/J DEFGRID3
* xyz 0 1
C 0.7453 -0.1149 0.0299
C -0.4349 -0.9234 0.1540
C -0.6354 0.3923 -0.1015
O -1.3876 -1.1144 -2.4365
O 0.3426 0.6183 -2.5913
O -2.0038 1.2123 -2.2562
S -0.9915 0.2299 -2.2085
H 1.1827 0.1261 1.0399
H 1.4707 -0.0205 -0.7578
H -0.8441 -1.9511 0.2725
H -1.2719 1.1317 0.4361
*
```

Results of the natural (NBO) charge analysis, in e, for atoms 1 through 2: -0.4579, 0.1166

---

Which one is most stable, and which one is least stable? <P> is the most stable of them, while <Q> is the least stable.

---

<P>
C2H5N3O | ωB97M-V/def2-TZVPD

M: 87.08 g mol⁻¹
Lowest unoccupied orbital energy: -0.01646 Eh
Highest occupied orbital energy: -9.4780 eV

Structure (ORCA input):
```
! wB97M-V def2-TZVPD RIJCOSX def2/J DEFGRID3
* xyz 0 1
C -0.0631 -0.7863 -1.4099
N 0.8409 1.0965 1.4810
C -0.3713 0.3029 1.3660
N 0.8763 -0.0243 0.5762
N 0.2954 0.3640 -0.6097
O -1.2305 0.5284 0.3398
H 0.7480 1.9486 0.9211
H -0.6984 -0.2424 2.2474
H -0.8071 -0.4724 -2.1411
H -0.4326 -1.6285 -0.8192
H 0.8424 -1.0864 -1.9516
*
```

Results of the natural (NBO) charge analysis, in e, for atoms 1 through 2: -0.4584, -0.4589

---

<Q>
C2H5N3O | ωB97M-V/def2-TZVPD

M: 87.08 g mol⁻¹
Lowest unoccupied orbital energy: 0.01243 Eh
Highest occupied orbital energy: -8.6980 eV

Structure (ORCA input):
```
! wB97M-V def2-TZVPD RIJCOSX def2/J DEFGRID3
* xyz 0 1
N 1.8263 -2.0760 0.3651
N 0.8182 -1.0944 0.5372
C 0.4115 -0.5973 -0.5491
C -0.3886 0.5535 -0.6048
N -0.8119 1.2385 0.3874
O -1.8044 2.0786 -0.0273
H 1.7112 -2.7131 -0.4825
H 1.8957 -2.6018 1.2095
H 0.5642 -1.1723 -1.4994
H -0.8249 0.7886 -1.6502
H -1.8763 2.8566 0.5367
*
```

Results of the natural (NBO) charge analysis, in e, for atoms 1 through 2: -0.6419, -0.1663

---

Which one is most stable, and which one is least stable? <Q> is the most stable of them, while <P> is the least stable.

---

<P>
C2H5N3O | ωB97M-V/def2-TZVPD

M: 87.08 g mol⁻¹
Lowest unoccupied orbital energy: 0.00931 Eh
Highest occupied orbital energy: -9.5491 eV

Structure (ORCA input):
```
! wB97M-V def2-TZVPD RIJCOSX def2/J DEFGRID3
* xyz 0 1
H 1.8517 -1.8698 -0.0161
N 2.2369 -0.8693 -0.0587
C 1.2085 -0.1553 -0.1017
N 1.1890 1.2716 -0.1992
O -0.0335 -0.6616 -0.3071
N -1.0683 0.3136 -0.3158
C -2.2563 -0.2730 -0.0009
H 2.0793 1.5509 0.3522
H 0.3550 1.5387 0.2497
H -3.0570 0.4861 0.1571
H -2.5051 -1.3319 0.2406
*
```

Results of the natural (NBO) charge analysis, in e, for atoms 1 through 2: 0.3489, -0.7166

---

<Q>
C2H5N3O | ωB97M-V/def2-TZVPD

M: 87.08 g mol⁻¹
Lowest unoccupied orbital energy: 0.02808 Eh
Highest occupied orbital energy: -8.5295 eV

Structure (ORCA input):
```
! wB97M-V def2-TZVPD RIJCOSX def2/J DEFGRID3
* xyz 0 1
C 1.0015 -2.5660 0.0150
N 0.4395 -1.4690 0.4037
O -0.1166 -0.8297 -0.7815
C -0.3114 0.5536 -0.5795
N -0.3039 1.2977 0.5463
N -0.6340 2.6780 0.4176
H 1.2202 -3.3954 0.8686
H 0.9871 -2.8114 -1.1050
H -0.4172 1.3473 -1.5578
H 0.1090 3.1646 0.9175
H -1.6177 2.8605 0.9419
*
```

Results of the natural (NBO) charge analysis, in e, for atoms 1 through 2: -0.1345, -0.0983

---

<R>
C2H5N3O | ωB97M-V/def2-TZVPD

M: 87.08 g mol⁻¹
Lowest unoccupied orbital energy: 0.04116 Eh
Highest occupied orbital energy: -9.2171 eV

Structure (ORCA input):
```
! wB97M-V def2-TZVPD RIJCOSX def2/J DEFGRID3
* xyz 0 1
C -2.7013 -0.2509 -0.0611
N -1.4311 -0.4607 0.1191
O -0.8058 0.7454 -0.2412
C 0.5638 0.6918 0.0305
N 1.0580 -0.4629 -0.4260
N 2.5285 -0.1627 0.0536
H -3.2102 -1.2182 0.0927
H -3.0246 0.7213 -0.2312
H 1.1420 1.6204 0.4590
H 3.2452 -0.5421 -0.7636
H 2.6355 -0.6812 0.9684
*
```

Results of the natural (NBO) charge analysis, in e, for atoms 1 through 2: -0.1502, -0.0816

---

Which one is most stable, and which one is least stable? <P> is the most stable of them, while <Q> is the least stable.

---

<P>
C2H5N3O | ωB97M-V/def2-TZVPD

M: 87.08 g mol⁻¹
Lowest unoccupied orbital energy: 0.03208 Eh
Highest occupied orbital energy: -9.3231 eV

Structure (ORCA input):
```
! wB97M-V def2-TZVPD RIJCOSX def2/J DEFGRID3
* xyz 0 1
H -2.2683 1.4588 -0.1012
N -1.9552 0.6718 0.4613
C -0.8931 0.1319 0.1026
C -0.0512 -1.0680 0.4590
N 0.8234 -0.6371 -0.6576
N 1.2930 0.6335 -0.0484
O -0.2487 -0.1729 -1.4615
H 0.3333 -1.0210 1.4845
H -0.5261 -2.0311 0.2801
H 2.2958 0.6057 0.1605
H 1.1970 1.4282 -0.6793
*
```

Results of the natural (NBO) charge analysis, in e, for atoms 1 through 2: 0.3860, -0.6532

---

<Q>
C2H5N3O | ωB97M-V/def2-TZVPD

M: 87.08 g mol⁻¹
Lowest unoccupied orbital energy: 0.02176 Eh
Highest occupied orbital energy: -9.7670 eV

Structure (ORCA input):
```
! wB97M-V def2-TZVPD RIJCOSX def2/J DEFGRID3
* xyz 0 1
H 2.9529 1.1778 -0.4013
N 2.4976 0.5039 0.2150
C 1.2631 0.4223 -0.0655
N 0.3601 -0.4075 0.5973
C -0.9830 -0.5841 0.3926
N -1.7151 0.0500 -0.5491
O -1.4614 -1.3811 1.1992
H 0.7885 1.0124 -0.8718
H 0.2941 -1.0928 1.4088
H -2.6658 -0.2779 -0.6123
H -1.3309 0.5770 -1.3130
*
```

Results of the natural (NBO) charge analysis, in e, for atoms 1 through 2: 0.3445, -0.6555

---

Which one is most stable, and which one is least stable? <Q> is the most stable of them, while <P> is the least stable.

---

<P>
H5N4O4P2 | ωB97M-V/def2-TZVPD

M: 187.01 g mol⁻¹
Lowest unoccupied orbital energy: 0.14209 Eh
Highest occupied orbital energy: -4.1437 eV

Structure (ORCA input):
```
! wB97M-V def2-TZVPD RIJCOSX def2/J DEFGRID3
* xyz -1 1
N -0.9896 -0.9296 -1.0153
N -0.9205 -1.8845 0.0184
N -0.3101 -1.5658 -2.0757
N 0.9567 -2.0853 -1.6725
O 1.1513 -0.6118 0.3699
O 1.6199 -3.1348 0.6934
O -0.7389 1.1491 0.7965
O -0.3112 3.4551 2.2376
P -0.0064 0.5689 -0.3936
P 0.8110 -2.0777 -0.0005
H -0.1511 -0.9044 -2.8526
H -0.7360 4.3057 1.8739
H 0.9260 -3.0228 -2.0726
H -1.4489 -1.8063 0.9100
H -0.5652 2.7420 1.7793
*
```

Results of the natural (NBO) charge analysis, in e, for atoms 1 through 2: -0.4239, -0.8517

---

<Q>
H5N4O4P2 | ωB97M-V/def2-TZVPD

M: 187.01 g mol⁻¹
Lowest unoccupied orbital energy: 0.14139 Eh
Highest occupied orbital energy: -4.6213 eV

Structure (ORCA input):
```
! wB97M-V def2-TZVPD RIJCOSX def2/J DEFGRID3
* xyz -1 1
N -0.3861 0.7829 1.1959
N -0.3514 -0.3345 0.6030
N -0.1815 -2.5676 -1.8529
N -1.0736 -1.4027 -1.7846
O -1.4263 1.1665 -1.4165
O 1.2906 0.0567 -1.0192
O -0.0408 2.5070 3.0849
O 1.8179 1.4925 1.7331
P 0.5827 0.9692 2.6778
P -0.5654 0.0045 -1.0353
H -0.6075 -3.2717 -1.2698
H 0.7162 -2.3199 -1.4919
H -1.4027 -1.2940 -2.6758
H -0.3883 3.1369 2.3800
H 2.0165 1.0742 0.8712
*
```

Results of the natural (NBO) charge analysis, in e, for atoms 1 through 2: -0.4887, -0.4732

---

Which one is most stable, and which one is least stable? <P> is the most stable of them, while <Q> is the least stable.

---

<P>
C5H7NO | ωB97M-V/def2-TZVPD

M: 97.12 g mol⁻¹
Lowest unoccupied orbital energy: 0.02718 Eh
Highest occupied orbital energy: -9.2650 eV

Structure (ORCA input):
```
! wB97M-V def2-TZVPD RIJCOSX def2/J DEFGRID3
* xyz 0 1
O 0.0130 2.5596 -0.8935
C -1.2681 2.0359 -0.5810
C -1.1349 0.6972 0.0123
C -0.7475 -0.3561 0.4576
C -0.0005 -1.5207 0.8887
C 1.4233 -1.5045 0.4496
N 1.0903 -1.3302 1.8536
H 0.5545 2.4689 -0.0988
H -1.8221 2.7068 0.0897
H -1.8093 1.9919 -1.5287
H -0.5249 -2.4686 0.9891
H 1.7265 -0.6309 -0.1274
H 1.9277 -2.4321 0.1967
H 1.1510 -0.3511 2.1223
*
```

Results of the natural (NBO) charge analysis, in e, for atoms 1 through 2: -0.6938, -0.1332

---

<Q>
C5H7NO | ωB97M-V/def2-TZVPD

M: 97.12 g mol⁻¹
Lowest unoccupied orbital energy: 0.02541 Eh
Highest occupied orbital energy: -10.1534 eV

Structure (ORCA input):
```
! wB97M-V def2-TZVPD RIJCOSX def2/J DEFGRID3
* xyz 0 1
C -1.5205 -0.4721 0.1673
C -0.3608 0.1546 -0.6604
C -0.4151 1.6170 -0.5335
N -0.4123 2.7701 -0.4340
C 1.2290 -0.2923 -0.4404
C 1.2978 -0.3002 1.0145
O 1.4865 -1.3208 1.6281
H -1.4917 -0.1758 1.2161
H -2.5128 -0.1837 -0.2198
H -1.4446 -1.5537 0.1096
H -0.5252 -0.0894 -1.6974
H 1.6172 -1.2945 -0.6765
H 1.9076 0.4408 -0.9032
H 1.1449 0.7002 1.4298
*
```

Results of the natural (NBO) charge analysis, in e, for atoms 1 through 2: -0.6055, -0.3125

---

<R>
C5H7NO | ωB97M-V/def2-TZVPD

M: 97.12 g mol⁻¹
Lowest unoccupied orbital energy: 0.03415 Eh
Highest occupied orbital energy: -9.3534 eV

Structure (ORCA input):
```
! wB97M-V def2-TZVPD RIJCOSX def2/J DEFGRID3
* xyz 0 1
C 0.3051 0.7965 -1.6274
C -0.3325 0.2118 -0.4037
N -1.4617 0.6355 0.4251
C -0.1466 0.5898 1.0328
C 0.3944 -0.8042 1.3750
C -0.0250 -1.2201 -0.0429
O -0.0218 -2.2373 -0.6791
H 1.2285 0.2157 -1.7572
H 0.5926 1.8400 -1.4849
H -0.2732 0.6812 -2.5455
H -2.0788 -0.1267 0.7086
H 0.2395 1.5330 1.4051
H 0.0871 -1.3736 2.2527
H 1.4926 -0.7416 1.3414
*
```

Results of the natural (NBO) charge analysis, in e, for atoms 1 through 2: -0.6169, -0.0214

---

<S>
C5H7NO | ωB97M-V/def2-TZVPD

M: 97.12 g mol⁻¹
Lowest unoccupied orbital energy (spin up / spin down): 0.00282 / 0.00281 Eh
Highest occupied orbital energy (spin up / spin down): -8.7503 / -8.7497 eV

Structure (ORCA input):
```
! wB97M-V def2-TZVPD RIJCOSX def2/J DEFGRID3
* xyz 0 1
O -1.8550 1.5668 1.2804
C -1.3037 1.3853 0.2200
C -0.2097 0.3660 0.0409
C 0.3823 -0.1595 -1.2667
N 1.0268 -1.1507 -0.3265
C -0.2691 -1.1043 0.4684
C 1.2020 0.5883 0.6752
H -1.5965 1.9672 -0.6805
H -0.2763 -0.6862 -1.9633
H 1.0942 0.4917 -1.7792
H -1.0073 -1.7601 -0.0149
H -0.1984 -1.3298 1.5339
H 1.1588 0.2507 1.7273
H 1.8518 -0.4255 0.0850
*
```

Results of the natural (NBO) charge analysis, in e, for atoms 1 through 2: -0.4969, 0.4435

---

Which one is most stable, and which one is least stable? <Q> is the most stable of them, while <S> is the least stable.